Record 1
ORCA calculation (ωB97M-V/def2-TZVPD) on the molecule C3H3N3O.

E_HOMO ... -8.689 eV
Electronic energy ... -355.47457 Ha
Spin multiplicity ... 1
Largest force on an atom ... 0.749 eV/A
Net charge ... 0
Kohn-Sham gap ... 8.7 eV
Energy relative to the best compared isomer or geometry (same formula, charge and spin) ... 103.7 kcal/mol

```
10
Properties=species:S:1:pos:R:3:forces:R:3
N -0.705510 -0.697773 -2.611429 0.0454 0.2984 0.6858
C -0.667950 -0.202920 -1.499283 -0.0255 -0.2022 -0.4584
N 1.703602 -0.199590 0.060556 -0.4565 0.2062 0.2470
N 0.594535 0.057481 0.498169 0.5083 -0.1481 -0.3149
O -0.271600 -0.594922 2.582121 0.2585 0.4335 -0.4311
C 0.496144 0.086312 1.973270 -0.2894 -0.2660 0.5936
C -0.637009 0.216258 -0.252037 -0.1156 -0.0344 -0.2183
H -0.351247 -0.125138 -3.376274 -0.0467 -0.0048 0.0237
H 1.288659 0.718166 2.395260 0.0946 -0.1416 -0.0443
H -1.449624 0.742126 0.229647 0.0269 -0.1411 -0.0832
```
Positions in Å, forces in eV/Å.


Record 2
ORCA calculation (ωB97M-V/def2-TZVPD) on a structure of composition C27H38B2F9HgN2O21PS in a non-equilibrium geometry.

E_HOMO ... -5.367 eV
Electronic energy ... -4583.34545 Ha
Spin multiplicity ... 1
Largest force on an atom ... 3.432 eV/A
Net charge ... -2
Kohn-Sham gap ... 8.7 eV
Energy relative to the best compared isomer or geometry (same formula, charge and spin) ... 50.4 kcal/mol

```
102
Properties=species:S:1:pos:R:3:forces:R:3
Hg 1.466084 -2.040155 12.625196 -0.4527 0.0548 0.0568
O 1.411167 -1.906371 14.980884 0.0911 -0.0184 0.3832
C 1.015542 -1.478182 16.040534 -0.0452 0.4233 0.1133
O 1.766382 -1.189510 17.065584 0.5956 0.0565 -0.0420
B 0.966937 -0.548558 18.128815 -0.8443 0.5833 -0.0671
O -0.431083 -0.838882 17.708290 -0.6542 0.0916 0.0029
C -0.462304 -1.221838 16.463340 0.8024 -0.8502 -0.5362
O -1.383213 -1.495200 15.744512 -0.5252 0.2231 0.3104
O 1.104344 0.916040 18.215819 0.7467 -0.5536 -0.1544
C 1.641237 1.216633 19.393537 -0.7487 0.4409 0.1658
O 1.912690 2.310013 19.790544 0.2790 -0.1552 -0.0367
C 1.663169 -0.088502 20.231171 0.8472 1.4581 1.0138
O 1.258221 -1.055262 19.463802 -0.2046 -1.3068 -0.5322
O 1.993391 -0.130284 21.388038 -0.2305 -0.4606 -0.4591
O -1.505302 4.297005 16.983337 0.1735 -0.1460 -0.5290
C -1.758054 3.698339 15.970137 -0.7473 0.5523 1.6873
O -1.070773 2.765449 15.393862 0.9390 -1.0121 -0.0332
B -1.670991 2.445439 14.107273 -0.2364 0.4400 -1.3052
O -3.031405 3.008462 14.132978 0.3644 0.1478 1.0811
C -3.084446 3.823748 15.225978 -0.2992 -0.3124 -1.4237
O -4.000001 4.525744 15.521862 -0.2748 0.0407 0.0502
O -0.854571 3.121208 13.070682 -0.1365 -0.4162 -0.1577
C -0.061068 2.228006 12.482038 0.4221 1.4323 0.2163
O 0.826606 2.504304 11.733653 -0.1626 -0.6267 -0.1725
C -0.478993 0.858573 13.021154 0.7237 -0.7185 -0.8870
O -1.568146 0.989235 13.704643 -0.3696 0.3374 1.2290
O 0.121784 -0.172364 12.786516 -0.7201 0.4629 0.3497
P 1.053232 -2.004342 9.424505 -0.9079 -0.1698 -0.6407
F -0.116158 -2.699025 8.538362 0.3895 -0.2119 0.0650
F 1.226808 -3.384086 10.289638 0.0557 -0.4643 0.1669
F 2.183469 -2.531046 8.393145 -0.4421 0.6914 0.2775
F 2.230461 -1.384054 10.408109 -0.5420 0.2799 -0.8457
F 0.758026 -0.613285 8.682492 1.1172 -0.4141 0.1277
F -0.089218 -1.593181 10.524295 0.2533 0.1227 0.3801
C 4.969258 0.281770 14.548510 -2.9196 -0.0539 -1.8035
F 5.441260 -0.953877 14.697165 1.2391 0.1749 0.3738
F 3.982799 0.404111 15.448011 0.1545 0.2778 0.1883
F 5.830695 1.259249 14.727151 0.7802 -0.4083 0.2972
S 4.233402 0.357763 12.766730 0.7536 0.3810 -1.3448
O 5.272057 -0.269775 11.963391 0.0488 -0.1161 0.5965
O 3.032993 -0.506518 12.806372 0.6787 1.0813 1.0070
O 4.016326 1.756999 12.449172 -0.2055 -1.1343 0.9813
C -2.087571 -4.072527 11.110167 1.2275 0.5198 -0.7579
C -2.178068 -4.707798 12.488436 -0.8539 -0.9877 -0.1920
C -2.275870 -6.213086 12.219203 -1.3076 -0.6902 -0.4781
C -2.297875 -7.152332 13.424481 1.0378 1.0533 -1.4382
C -1.067708 -6.864112 14.250473 -1.1952 -0.3937 2.0154
C -0.796024 -5.367961 14.573231 0.5806 -0.5594 -0.9185
N -0.967787 -4.558650 13.331144 0.3351 -0.3017 -1.3218
O -0.643868 -3.192886 13.506939 -0.1416 -0.6722 -0.0588
C -1.653230 -4.849638 15.721109 0.4295 -0.1564 0.7606
C 0.693709 -5.321892 14.962108 0.1765 1.4697 -0.4161
C -3.488534 -4.198312 13.137445 1.0771 -0.1244 0.9779
H -2.100778 -2.982286 11.123761 0.0779 -0.0283 0.1230
H -2.847910 -4.391113 10.392950 -0.5674 -0.1535 0.6485
H -1.188220 -4.380845 10.567369 0.3351 0.2311 0.4150
H -3.255096 -6.420377 11.768372 0.0881 0.4610 -0.5095
H -1.533504 -6.482178 11.464755 0.2407 -0.1111 0.2523
H -2.255572 -8.168609 13.030144 -0.2718 -0.1224 0.2703
H -3.245827 -6.967062 13.931099 0.1802 -0.2770 0.4076
H -0.184314 -7.441115 13.980799 0.0654 0.4009 -0.6535
H -1.358991 -7.307925 15.214170 0.6124 0.1052 0.3022
H -2.056386 -3.868624 15.491086 -0.2238 -0.0585 0.3237
H -2.416531 -5.546867 16.071094 -0.3192 0.1219 -0.4446
H -0.996189 -4.751661 16.589313 -0.1256 0.3329 0.0692
H 1.025341 -4.279514 15.007555 -0.3326 0.0634 0.4412
H 0.890198 -5.765992 15.937293 -0.0536 -0.2657 -0.1071
H 1.372439 -5.670350 14.184515 -0.2762 -0.6625 0.0694
H -4.292479 -3.976454 12.441739 0.0847 -0.1898 -0.1365
H -3.243469 -3.283307 13.682804 -0.3963 0.1606 -0.0511
H -3.778095 -4.938174 13.885558 -0.4636 0.2165 0.0241
H -1.380604 -2.788631 13.994171 0.4052 0.6569 0.2070
C 4.562423 -5.555624 10.903698 -0.9787 -0.4369 0.9902
C 3.540635 -5.719521 12.074169 0.9564 -0.8436 -0.6119
C 3.754459 -7.078632 12.817815 -0.0524 0.6327 0.3803
C 4.905641 -7.138142 13.811917 0.0093 0.7082 0.3997
C 4.701613 -5.991853 14.795916 -0.2630 -0.7323 -0.5454
C 4.642685 -4.608626 14.102553 -1.1875 -0.1529 2.0918
N 3.593587 -4.603846 13.062878 -0.6170 -1.3412 0.1587
O 3.530271 -3.327395 12.430422 0.8563 -1.4337 0.2191
C 4.047576 -3.733646 15.223838 1.0992 1.5794 0.3131
C 6.062446 -4.185361 13.718331 0.5752 0.1043 -0.9538
C 2.142056 -5.865939 11.462347 -0.6639 -0.5900 0.2821
H 4.217943 -6.281607 10.168634 0.3001 0.2133 -0.3677
H 5.578641 -5.808920 11.200565 0.0891 0.2681 -0.0725
H 4.430006 -4.535950 10.544649 0.3840 -0.1419 -0.4896
H 2.834847 -7.220423 13.395250 0.0397 0.0001 0.2359
H 3.716348 -7.910231 12.112345 0.3749 0.2058 -0.3040
H 5.917050 -6.962062 13.436352 -0.0951 -0.7024 -0.6042
H 4.825271 -8.061184 14.389689 0.4285 -0.2033 -0.2605
H 5.494974 -5.978485 15.544994 0.0750 0.1687 -0.0776
H 3.791202 -6.260127 15.339845 -0.2268 0.6698 -0.0135
H 4.703247 -3.687486 16.101087 0.1466 -0.4065 -0.0425
H 4.019283 -2.681197 14.943285 -0.3215 -0.0983 -0.2897
H 3.060604 -4.002313 15.586910 0.0013 -0.3956 -0.3833
H 6.203393 -3.154824 13.380173 -0.4869 0.1525 0.1798
H 6.795792 -4.321450 14.514247 -0.3743 -0.0100 0.3399
H 6.465399 -4.780851 12.893093 -0.1977 -0.1779 0.0033
H 2.041071 -5.696769 10.391488 0.0693 1.0946 0.2366
H 1.430757 -5.367736 12.122833 -0.2357 0.4751 -0.6639
H 1.788756 -6.904938 11.490456 0.3959 -0.2010 0.3707
H 4.442384 -3.281270 12.099969 -0.3119 1.3514 -0.4953
```
Positions in Å, forces in eV/Å.


Record 3
ORCA calculation (ωB97M-V/def2-TZVPD) on a structure of composition C12H33MnO13S4 in a non-equilibrium geometry.

E_HOMO (alpha / beta) ... -13.132 / -13.131 eV
Electronic energy ... -4198.43131 Ha
Spin multiplicity ... 6
Largest force on an atom ... 5.341 eV/A
Net charge ... +1
Kohn-Sham gap (alpha / beta) ... 6.5 / 6.5 eV
Energy relative to the best compared isomer or geometry (same formula, charge and spin) ... 127.1 kcal/mol

```
63
Properties=species:S:1:pos:R:3:forces:R:3
Mn -7.524708 -12.436520 -2.780279 1.9432 -3.4279 -0.6824
O -6.252243 -13.993212 -2.659615 -1.0941 1.8499 0.2087
H -5.867018 -14.884057 -2.771573 -0.4609 0.9278 0.1802
O -8.022605 -13.588910 -6.979684 -0.3841 -0.9385 3.5553
S -8.173798 -14.228739 -5.657898 -0.2463 -3.2162 -4.2569
O -8.272411 -13.448680 -4.439054 -0.9880 1.0478 0.3503
O -9.487254 -15.272483 -5.685495 1.5784 1.6986 0.7428
C -9.775282 -15.969458 -6.939017 -0.8609 -0.4267 -1.4798
C -10.332771 -17.374032 -6.706659 0.4957 0.7251 1.7826
C -6.891738 -15.504393 -5.411357 -0.4528 0.5876 -0.1328
H -8.889114 -16.104399 -7.559164 0.1531 0.5631 0.1187
H -10.533495 -15.395641 -7.471886 0.3814 0.3663 -0.0225
H -9.560605 -17.832313 -6.088728 -0.1316 -0.7690 -0.1409
H -10.551377 -17.955047 -7.602608 0.3083 0.3657 -0.0660
H -11.228395 -17.324411 -6.087392 -0.1161 -0.0346 -0.1173
H -6.940580 -16.165845 -6.276348 0.1562 0.3359 -0.1853
H -7.131047 -16.128314 -4.550219 -0.1002 0.3857 0.1429
H -5.931102 -14.998691 -5.313702 -0.0538 -0.1536 -0.1247
O -2.768187 -15.590267 -6.381200 0.8633 -0.7727 2.5726
S -2.629491 -15.932239 -4.965288 -1.2363 0.8273 1.9167
O -3.504324 -16.983746 -4.367686 2.0538 1.8562 -1.4451
O -1.040558 -16.118615 -4.503385 -2.9008 0.1051 -1.3698
C -0.811561 -16.737079 -3.237061 1.8893 -1.6357 0.0672
C 0.622525 -17.337819 -3.424312 -1.0457 0.2879 1.2902
C -2.950613 -14.418090 -3.877620 -0.4070 -0.7076 -0.4947
H -1.470066 -17.552707 -2.938371 -0.4524 -0.0673 -1.0050
H -0.890925 -16.087789 -2.365148 0.3284 0.7795 -0.3905
H 1.367593 -16.547230 -3.335199 0.0771 -0.2392 -0.0422
H 0.767094 -17.914616 -4.337820 -0.3804 0.3150 -0.0760
H 0.685208 -18.048582 -2.600305 0.6395 0.0493 0.1298
H -3.961068 -14.060509 -4.075652 0.1129 0.1163 -0.5091
H -2.205555 -13.628666 -3.976630 -0.0312 -0.2490 -0.4464
H -3.015793 -14.692592 -2.824770 0.4205 -0.5738 -0.0985
O -7.404412 -18.836289 -3.329894 0.2211 0.9156 0.9584
S -7.853984 -18.314324 -2.060066 -1.4066 0.7286 1.8114
O -8.764524 -19.113491 -1.250802 1.7655 1.2802 -1.0119
O -6.578249 -17.830675 -1.042140 -3.4882 -0.8202 -1.0550
C -5.400331 -17.408413 -1.684120 0.0639 0.3077 -0.3999
C -4.331927 -18.256178 -1.095165 0.8516 -0.7773 -0.9377
C -8.715746 -16.635305 -2.270973 0.3777 -1.0286 0.2254
H -5.263357 -16.334771 -1.555139 0.0025 0.2007 0.3589
H -5.529081 -17.589628 -2.751211 0.5268 -0.1099 -0.1262
H -4.719101 -19.266094 -1.230321 0.3191 -0.2008 0.2111
H -4.060510 -18.124318 -0.047761 -0.2355 0.3738 -0.1443
H -3.468739 -18.172691 -1.755494 0.3489 -0.0183 0.2922
H -9.408575 -16.698457 -3.110078 0.1890 -0.1710 -0.0804
H -8.022409 -15.800962 -2.377123 0.2800 -0.2891 -0.2154
H -9.290671 -16.456020 -1.362452 0.1027 -0.3686 0.0124
O -8.929821 -14.241963 5.213261 1.6622 0.6216 -1.9750
S -8.405327 -13.528125 4.055494 -1.2929 1.9057 -0.1927
O -7.449684 -12.406610 4.141905 -1.4567 -2.2989 0.0713
O -7.803664 -14.584899 2.924543 -1.2092 0.6594 1.2808
C -7.501501 -14.017828 1.647742 -0.6305 1.5198 0.1950
C -7.403037 -15.091593 0.663129 1.3005 -1.9625 -0.9639
C -9.950012 -12.797022 3.170670 1.7921 -1.2128 0.4871
H -6.696485 -13.293151 1.769777 0.6067 -0.5534 -0.1790
H -8.286040 -13.409909 1.197146 -0.7958 0.4067 0.8546
H -7.129216 -14.720482 -0.324492 0.1996 0.2684 -0.0162
H -8.308869 -15.675829 0.501155 -0.2629 0.2881 0.4751
H -6.649037 -15.828938 0.938660 0.1292 -0.0415 -0.0466
H -9.497444 -12.094284 2.471060 -0.5430 0.1843 0.2033
H -10.604568 -12.384841 3.938633 0.4141 0.1856 -0.0521
H -10.464689 -13.617023 2.669861 0.1097 0.0284 -0.0130
```
Positions in Å, forces in eV/Å.


Record 4
ORCA calculation (ωB97M-V/def2-TZVPD) on a cluster of 2 separate species, C3H9O3 in total in a non-equilibrium geometry.

E_HOMO ... -2.835 eV
Electronic energy ... -345.35421 Ha
Spin multiplicity ... 1
Largest force on an atom ... 6.484 eV/A
Net charge ... -1
Kohn-Sham gap ... 6.4 eV
Energy relative to the best compared isomer or geometry (same formula, charge and spin) ... 49.8 kcal/mol

```
15
Properties=species:S:1:pos:R:3:forces:R:3
C 1.330956 -0.284232 -0.492556 0.3385 0.9459 0.8871
C 0.167891 -0.785829 0.461637 -1.5709 -3.5950 -5.1623
O -1.164920 -0.169734 0.172151 1.8024 0.8287 1.2189
C 1.895619 1.077735 0.131486 -0.5015 -0.9589 1.4756
O 2.342676 0.934256 1.472600 -1.0302 0.5392 -3.1948
H 2.144014 -1.052684 -0.395559 -0.6615 0.5500 -0.2759
H 1.122482 -0.024523 -1.593317 -0.3041 -0.9376 1.4376
H 0.590643 -0.781986 1.455167 -0.6038 0.1794 0.4979
H -0.283201 -1.799048 -0.037595 2.3072 1.1614 2.0492
H -0.809718 0.693174 0.029457 -0.4453 1.8071 -0.2718
H 0.957297 1.753935 -0.063030 0.7794 -0.0864 0.6587
H 2.597953 1.480932 -0.652471 0.1293 -0.1338 0.6465
H -4.259823 -0.013719 0.155427 0.3646 -1.3989 -0.6718
H -2.868170 -0.281375 -0.337785 -0.8683 -1.4762 0.0648
O -3.763695 -0.746900 -0.305611 0.2642 2.5751 0.6403
```
Positions in Å, forces in eV/Å.